# C3H6ClNO

The molecule C3H6ClNO at a distorted geometry (ωB97M-V with the def2-TZVPD basis set, the OMol25 dataset).

Output
SMILES = [H]/N=C(\Cl)[C@H](C)O
relative energy (zero: lowest compared OMol25 entry of this formula, charge and spin) = 29.81 kcal per mole
DFT total energy = -708.066598 hartree
HOMO = -10.2 eV
E_LUMO = 0.8 eV

Structure (ORCA input):
```
! RIJCOSX wB97M-V def2-TZVPD def2/J DEFGRID3
* xyz 0 1
H 1.69 -0.94 -1.21
H 0.64 -1.81 0.07
H -0.16 -1.14 -1.43
H 1.15 -0.63 1.48
C -0.97 0.64 0.13
O 1.02 0.30 1.27
H -2.29 1.99 0.13
N -1.42 1.69 -0.30
C 0.50 0.33 -0.04
Cl -1.74 -0.49 1.23
C 0.66 -1.02 -0.73
H 0.92 1.09 -0.59
*
```